one | Molecular formula: C18H32N2O6
Method: DFT, wB97M-V/def2-TZVPD

E_HOMO in eV: -9.11
SMILES string: CCOC(=O)CNC(=O)[C@@H]1CCCN(C(=O)[C@@H](O)[C@@H](OC)C(C)C)CC1

Each line ends with the Löwdin charge.
Positions of all 58 atoms, in Å:
1 C -3.48976 4.90278 4.79672  -0.067
2 C -3.15312 5.73912 3.58820  -0.209
3 O -2.85279 4.83206 2.50401  -0.019
4 C -2.53051 5.41163 1.33767  -0.477
5 O -2.48386 6.59949 1.17076  0.124
6 C -2.23864 4.41464 0.24191  -0.063
7 N -2.29961 3.04158 0.68083  0.087
8 C -1.93790 2.03406 -0.15159  -0.457
9 O -1.57833 2.26071 -1.29715  0.069
10 C -1.96258 0.64705 0.46769  -0.223
11 C -0.63133 0.37668 1.20261  -0.133
12 C 0.65423 0.75587 0.46529  -0.151
13 C 0.79745 0.15207 -0.94439  -0.136
14 N -0.02418 -1.02983 -1.17346  -0.032
15 C 0.23943 -2.26858 -0.66858  -0.414
16 O -0.59289 -3.15633 -0.65850  0.091
17 C 1.66637 -2.51989 -0.18372  -0.246
18 O 1.64493 -3.56148 0.76017  0.012
19 C 2.59779 -2.84248 -1.37096  -0.281
20 O 3.84153 -3.29524 -0.84287  -0.161
21 C 4.69949 -2.25362 -0.42671  -0.079
22 C 2.08326 -3.88023 -2.36917  -0.353
23 C 1.85238 -5.26207 -1.76175  -0.050
24 C 3.04140 -3.95918 -3.55601  -0.063
25 C -1.38181 -0.77339 -1.64816  -0.131
26 C -2.36059 -0.45626 -0.52121  -0.114
27 H -3.72262 5.55449 5.63870  0.081
28 H -4.35625 4.27051 4.60409  0.080
29 H -2.64960 4.26810 5.07790  0.080
30 H -3.98161 6.37743 3.28255  0.128
31 H -2.28431 6.37547 3.75416  0.128
32 H -2.94767 4.60656 -0.56721  0.145
33 H -1.25204 4.64829 -0.16233  0.143
34 H -2.61258 2.84954 1.61644  0.134
35 H -2.74088 0.65216 1.23787  0.139
36 H -0.63653 0.92213 2.14986  0.114
37 H -0.60948 -0.68489 1.46347  0.122
38 H 0.72537 1.84341 0.37820  0.112
39 H 1.49194 0.44553 1.09545  0.104
40 H 0.47612 0.88648 -1.67963  0.115
41 H 1.84405 -0.06559 -1.15613  0.108
42 H 2.04029 -1.60905 0.29811  0.122
43 H 2.54788 -3.90323 0.79989  0.100
44 H 2.76792 -1.90920 -1.92633  0.141
45 H 5.62732 -2.71372 -0.09353  0.094
46 H 4.91599 -1.57121 -1.25564  0.095
47 H 4.27809 -1.67595 0.40349  0.089
48 H 1.12171 -3.50151 -2.73020  0.140
49 H 2.77447 -5.64627 -1.32057  0.085
50 H 1.07853 -5.23550 -0.99812  0.073
51 H 1.54475 -5.95682 -2.54546  0.081
52 H 4.01462 -4.33649 -3.23873  0.082
53 H 2.64888 -4.63482 -4.31694  0.078
54 H 3.18941 -2.98076 -4.01968  0.079
55 H -1.33184 0.05287 -2.35302  0.115
56 H -1.72892 -1.66541 -2.16687  0.125
57 H -2.50898 -1.36975 0.05925  0.118
58 H -3.32439 -0.20196 -0.97063  0.125

two | Molecular formula: C18H32N2O6
Method: DFT, wB97M-V/def2-TZVPD

E_HOMO in eV: -9.21
SMILES string: CCOC(=O)CNC(=O)[C@@H]1CCCN(C(=O)[C@@H](O)[C@@H](OC)C(C)C)CC1

Each line ends with the Löwdin charge.
Positions of all 58 atoms, in Å:
1 C -4.87050 4.93477 4.06110  -0.067
2 C -4.26957 5.77470 2.96246  -0.209
3 O -3.27653 4.96652 2.29260  -0.018
4 C -2.63871 5.56320 1.27384  -0.477
5 O -2.85090 6.68958 0.91716  0.124
6 C -1.60861 4.67312 0.61939  -0.061
7 N -1.59072 3.32666 1.13801  0.087
8 C -1.07000 2.30642 0.41181  -0.445
9 O -0.56541 2.49935 -0.68477  0.065
10 C -1.16149 0.93222 1.05017  -0.222
11 C 0.21614 0.44283 1.53993  -0.133
12 C 1.41283 0.59120 0.59884  -0.151
13 C 1.24300 -0.02532 -0.80247  -0.133
14 N 0.17720 -1.01445 -0.89851  -0.033
15 C 0.27912 -2.29597 -0.45480  -0.406
16 O -0.70153 -2.99884 -0.26705  0.078
17 C 1.68803 -2.85285 -0.19724  -0.236
18 O 1.61427 -4.06086 0.51516  0.014
19 C 2.39344 -3.11993 -1.53962  -0.287
20 O 3.78574 -3.31482 -1.36862  -0.131
21 C 4.51400 -2.12380 -1.20512  -0.093
22 C 1.81314 -4.31760 -2.30685  -0.345
23 C 2.44737 -5.65189 -1.91796  -0.058
24 C 1.97359 -4.08149 -3.80804  -0.064
25 C -1.16460 -0.49022 -1.13752  -0.129
26 C -1.88413 -0.07383 0.14003  -0.114
27 H -5.62879 5.51243 4.58940  0.081
28 H -5.34324 4.04118 3.65409  0.080
29 H -4.11012 4.63083 4.78032  0.079
30 H -5.01172 6.08612 2.22801  0.128
31 H -3.78300 6.67103 3.34616  0.128
32 H -1.81148 4.65287 -0.45153  0.141
33 H -0.64138 5.16936 0.73801  0.145
34 H -2.05724 3.14552 2.00933  0.132
35 H -1.78505 1.02324 1.94507  0.135
36 H 0.46277 0.97354 2.46334  0.118
37 H 0.09733 -0.60839 1.82044  0.118
38 H 1.65389 1.64808 0.47393  0.111
39 H 2.27127 0.13635 1.10200  0.103
40 H 0.99269 0.76246 -1.50937  0.117
41 H 2.18610 -0.45659 -1.13037  0.092
42 H 2.26621 -2.11008 0.36620  0.133
43 H 1.04289 -3.93455 1.27952  0.106
44 H 2.24123 -2.22795 -2.16259  0.133
45 H 5.56577 -2.39440 -1.13726  0.093
46 H 4.37364 -1.45145 -2.06103  0.095
47 H 4.23967 -1.58514 -0.28940  0.081
48 H 0.74645 -4.36025 -2.06776  0.139
49 H 3.50031 -5.67078 -2.20029  0.080
50 H 2.37428 -5.83753 -0.85020  0.071
51 H 1.93964 -6.45998 -2.44803  0.080
52 H 3.02957 -3.95807 -4.06159  0.085
53 H 1.59188 -4.93073 -4.37685  0.077
54 H 1.43654 -3.18827 -4.13483  0.077
55 H -1.06548 0.35549 -1.81551  0.118
56 H -1.74858 -1.26832 -1.62627  0.126
57 H -2.06804 -0.97486 0.72962  0.116
58 H -2.86319 0.33015 -0.13448  0.125

Name the most stable of them. one.

one | Molecular formula: H2N2O3
Method: DFT, wB97M-V/def2-TZVPD

E_HOMO in eV: -10.51
SMILES string: NO[N+](=O)[O-]

Each line ends with the Löwdin charge.
Positions of all 7 atoms, in Å:
1 N 1.19569 -0.31900 -0.36895  0.016
2 O -0.11256 -0.79862 -0.14935  -0.081
3 N -1.16460 0.15267 0.03182  -0.392
4 O -0.82360 1.33747 0.24064  0.055
5 O -2.24669 -0.29517 0.00342  0.157
6 H 1.84187 -0.79758 0.41028  0.145
7 H 1.30989 0.72022 -0.16787  0.100

two | Molecular formula: H2N2O3
Method: DFT, wB97M-V/def2-TZVPD

E_HOMO (alpha / beta) in eV: -9.76 / -9.75

Each line ends with the Löwdin charge.
Positions of all 7 atoms, in Å:
1 N -1.15123 0.91120 0.01584  -0.076
2 N -0.29076 0.02896 -0.09617  -0.085
3 O -1.25414 1.97589 0.52737  0.048
4 O -0.53984 -0.98940 -0.94231  0.057
5 O 1.37875 -0.31169 0.25973  -0.018
6 H 0.33307 -1.39472 -0.89453  0.101
7 H 1.52416 -0.22023 1.13008  -0.026

three | Molecular formula: H2N2O3
Method: DFT, wB97M-V/def2-TZVPD

E_HOMO in eV: -10.61
SMILES string: On1on1O

Each line ends with the Löwdin charge.
Positions of all 7 atoms, in Å:
1 O -1.69979 -0.05593 0.18278  0.061
2 N -0.56377 0.17897 -0.44165  -0.138
3 O -0.05279 1.44110 -0.20023  0.011
4 N 0.52924 0.36207 0.48876  -0.079
5 O 1.76785 0.02136 -0.09291  0.002
6 H -1.94908 0.64358 0.68739  0.050
7 H 2.12050 -0.70376 0.41852  0.093

four | Molecular formula: H2N2O3
Method: DFT, wB97M-V/def2-TZVPD

E_HOMO (alpha / beta) in eV: -10.58 / -8.66

Each line ends with the Löwdin charge.
Positions of all 7 atoms, in Å:
1 N 1.78010 -0.36461 0.04026  -0.231
2 N 0.71659 -0.69425 0.44812  0.139
3 O 2.36900 0.57519 -0.35269  0.065
4 O -2.07634 0.38615 -0.45173  -0.063
5 O -1.32940 0.57941 0.64987  -0.114
6 H 0.45895 -1.64479 0.67846  0.106
7 H -1.91890 1.16290 -1.01229  0.099

Name the most stable of them. one.

one | Molecular formula: H2N2O3
Method: DFT, wB97M-V/def2-TZVPD

E_HOMO in eV: -9.12
SMILES string: O=NN(O)O

Each line ends with the Löwdin charge.
Positions of all 7 atoms, in Å:
1 O 2.27632 -0.03258 -0.08643  -0.034
2 N 1.37857 -0.84723 0.14172  0.079
3 N -0.02003 -0.19541 -0.18653  -0.345
4 O -0.19801 1.16825 0.15474  -0.058
5 O -1.06182 -0.97156 -0.13499  -0.078
6 H -0.61288 1.68636 -0.70108  0.191
7 H -1.76216 -0.80784 0.81257  0.245

two | Molecular formula: H2N2O3
Method: DFT, wB97M-V/def2-TZVPD

E_HOMO (alpha / beta) in eV: -10.23 / -10.23

Each line ends with the Löwdin charge.
Positions of all 7 atoms, in Å:
1 N -0.36341 0.21867 0.50899  -0.058
2 N 0.77535 0.00189 -0.09653  -0.535
3 O 1.60218 0.91830 -0.11867  0.007
4 O 1.00716 -1.13243 -0.43577  0.063
5 O -1.46614 -0.55586 0.23814  -0.053
6 H -0.37210 1.90646 0.34647  0.379
7 H -1.18304 -1.35703 -0.44264  0.197

Name the most stable of them. one.